# 1
C3H13NO3S | ωB97M-V/def2-TZVPD

**HOMO-LUMO gap**: 9.30 eV
**SMILES**: N[C@H](CO)CS.O.O
**HOMO**: -0.322 Eh
**LUMO level**: 0.0200 Eh

Each line ends with the Löwdin charge.
Positions of all 21 atoms, in Å:
1 C 0.9072 -0.3331 -1.1819  -0.208
2 O 2.2721 -0.3566 -0.7531  -0.070
3 C -0.0372 -0.9336 -0.1455  -0.479
4 C -1.4639 -0.8644 -0.6675  -0.545
5 S -2.6495 -1.7868 0.3562  0.684
6 N 0.0247 -0.2900 1.1560  0.041
7 H 0.6573 0.7127 -1.3562  0.119
8 H 0.8129 -0.8760 -2.1273  0.124
9 H 2.5105 -1.2523 -0.6224  0.076
10 H 0.2124 -1.9933 -0.0095  0.136
11 H -1.5531 -1.2876 -1.6674  0.071
12 H -1.7823 0.1782 -0.7256  0.076
13 H -2.1649 -1.3108 1.5303  -0.141
14 H -0.2179 0.7010 1.0628  0.066
15 H 0.9533 -0.3254 1.5620  0.077
16 H 2.6938 1.3141 0.1043  0.029
17 H 3.3814 2.7198 0.0375  0.070
18 O 2.6993 2.2127 0.5294  -0.082
19 H 0.8902 2.8318 0.3611  0.001
20 H -0.4126 3.7009 0.5438  0.038
21 O -0.0659 2.8953 0.1458  -0.083



# 2
C5H6N | ωB97M-V/def2-TZVPD

**HOMO-LUMO gap (spin up / spin down)**: 7.41 / 7.40 eV
**HOMO (spin up / spin down)**: -0.513 / -0.513 Eh
**Charge**: +1
**LUMO level (spin up / spin down)**: -0.2408 / -0.2409 Eh

Each line ends with the Löwdin charge.
Positions of all 12 atoms, in Å:
1 C 1.6202 0.0479 0.0000  -0.127
2 C 1.0215 1.2383 -0.1699  0.078
3 C 2.2242 -1.0118 0.1292  0.289
4 C -1.1309 -0.9475 -0.3993  0.080
5 C -1.0928 0.0841 0.4187  -0.129
6 N -0.4022 1.3326 0.0343  0.028
7 H -1.5975 -1.8612 -0.0768  0.092
8 H -1.4553 0.0747 1.4347  0.129
9 H -0.7547 -0.9221 -1.4076  0.091
10 H -0.7879 1.7141 -0.8464  0.199
11 H 2.8917 -1.8284 0.1467  0.074
12 H -0.5363 2.0793 0.7362  0.196



# 3
H20O10 | ωB97M-V/def2-TZVPD

**HOMO-LUMO gap**: 9.11 eV
**SMILES**: O.O.O.O.O.O.O.O.O.O
**HOMO**: -0.336 Eh
**LUMO level**: -0.0008 Eh

Each line ends with the Löwdin charge.
Positions of all 30 atoms, in Å:
1 H -0.2902 0.7497 -0.3982  0.041
2 H -0.3894 -0.5042 0.4550  0.028
3 H 0.7157 -3.5770 2.8782  0.037
4 H 0.0406 -4.6791 2.0783  0.034
5 H -4.0829 -2.0319 -1.0988  0.026
6 H -5.3175 -2.3236 -0.2618  0.036
7 H 3.7001 -1.7149 -0.7210  0.068
8 H 2.1983 -1.4835 -0.7523  0.058
9 H 4.0125 0.5239 -0.4058  0.029
10 H 3.1735 0.4501 0.8594  0.020
11 H -1.9406 4.9369 -0.1291  0.041
12 H -0.7550 4.0398 0.1862  0.018
13 H 2.6459 0.8665 -2.4611  0.067
14 H 2.3425 1.5310 -1.1283  0.033
15 H -3.3679 1.7639 -0.7907  0.024
16 H -3.1462 2.1731 0.6561  0.023
17 H -1.3820 -2.1913 -0.3338  0.027
18 H -0.6868 -3.0533 -1.3747  0.047
19 H 2.1048 1.9440 1.2757  0.022
20 H 0.7949 2.2384 0.5632  0.015
21 O -0.1338 0.4242 0.4954  -0.066
22 O 0.1750 -3.7248 2.0941  -0.061
23 O -4.4119 -2.6189 -0.4088  -0.064
24 O 3.0396 -1.0329 -0.8871  -0.134
25 O 4.0172 0.1667 0.4894  -0.079
26 O -1.5043 4.4824 0.6004  -0.049
27 O 2.1416 0.7450 -1.6487  -0.063
28 O -3.8311 2.1084 -0.0189  -0.064
29 O -1.0133 -2.1592 -1.2238  -0.054
30 O 1.1506 1.9507 1.4115  -0.061



Number 1: E_tot -800.7669 hartree. Number 2: E_tot -248.3839 hartree. Number 3: E_tot -764.2495 hartree.